# C51H106BBrN2O14PS

A structure of composition C51H106BBrN2O14PS (ωB97M-V/def2-TZVPD, the OMol25 dataset).

ORCA input file:
```
! wB97M-V def2-TZVPD RIJCOSX def2/J DEFGRID3
* xyz 1 1
H 0.18377 -5.23757 -4.29676
C 4.13182 0.08856 1.39328
H 7.54364 -4.94578 3.23769
H -5.27746 7.71078 -1.15348
H -6.84067 5.81928 -0.73959
H 7.65870 -3.55815 6.63728
H 0.36076 1.76524 -1.95567
H 0.96743 3.44223 3.27260
H -3.81359 3.43733 -4.15026
C 8.55752 -4.03264 6.22681
C 0.90742 -9.28043 3.33427
P 2.29469 2.40196 -4.87447
H 8.02142 -6.06535 6.79658
H 1.38740 -10.22859 3.57681
H -1.21252 5.40216 -5.94580
O 6.78909 0.28887 -5.75376
O -9.84838 2.90823 3.13050
C 2.14978 -1.19120 -2.73240
H -5.81966 4.76063 -3.63616
H -4.09210 1.12389 5.39487
C 8.83094 -5.34779 6.93446
H 7.64043 -6.03229 4.60966
H 3.47244 -1.98426 0.59724
H -12.24603 3.10573 4.41802
O 0.91597 2.82257 -4.11972
H 2.95875 -7.01389 2.28429
C -9.87595 3.99298 0.91835
C 2.30349 -6.26723 1.83482
H -9.99748 4.95190 3.44726
H -5.74979 3.04452 2.20838
C 3.43855 -0.16642 2.75493
H 0.60833 -9.78535 1.26958
H 1.50101 -5.12513 -3.15632
C -11.88079 4.02803 3.96494
H 7.83858 1.37328 -3.18033
H -5.10687 -1.10211 4.93297
C 0.55171 2.80958 2.49937
H 0.71357 -3.13151 -4.88357
C -10.36585 4.00613 3.86162
H -2.76866 4.32891 -7.54446
H 3.42433 3.99692 -3.76653
H 1.00012 -0.10213 -1.22243
H -3.76587 4.75707 1.28685
H -12.35821 4.13543 2.99035
H -5.91457 5.32445 0.66703
C -1.88882 4.61588 -5.60659
H -5.97002 7.79548 0.47454
H -1.36024 -4.28640 -2.55710
C -4.93661 1.03799 4.71052
C 2.37300 2.61640 -1.57437
O -5.08265 4.99148 -1.20295
H 0.21579 -0.25392 -2.77889
H -0.12135 -4.57369 -1.35274
H -5.23825 2.69944 -4.85950
H 4.77745 3.10347 -2.63494
C -3.09802 4.54403 -6.52804
H 4.68503 -0.79834 1.07213
C 0.86785 2.44644 -1.28580
H 4.96701 2.12350 -4.55107
H 0.21845 -5.82124 1.58398
H -3.16922 5.74919 -0.98110
H -6.93051 2.10598 3.12215
H 0.41714 3.41208 -1.53422
C -5.26109 0.94821 2.32699
O 0.41562 -7.80260 1.42219
N -0.92141 -6.31476 -2.26650
C 6.03991 -4.57879 4.72509
H -2.17454 4.84153 -4.57709
H -10.35564 4.91386 1.25201
H 2.10498 0.16054 0.56001
H 1.36222 -8.51028 3.95852
C -10.26098 2.80257 1.78073
H 3.98733 0.33785 3.55304
H -1.63745 0.29664 2.02273
H -5.77380 -0.02038 2.33097
O 5.60698 -3.15396 -0.22432
C 2.03662 -2.65306 -3.24438
H 3.02256 1.59465 0.47274
H 6.45915 -3.59838 -0.26400
H 4.51977 -1.98039 -3.20220
C 6.68748 0.27554 -4.56632
H -6.10129 -0.16337 6.05908
H 0.27713 -1.62169 -1.70761
C 3.34666 -1.63129 3.12269
H 3.32880 -0.82564 -4.46826
H -3.35008 4.15458 -1.69607
C -5.73199 -0.21396 5.03480
H -6.88979 1.97885 1.36904
H 2.78116 -2.81073 -4.02970
H -5.55438 1.93081 4.85636
C 0.83413 -6.59901 2.03901
H -0.18057 -2.66053 -3.46395
H 4.93131 -4.73707 -2.66678
O 4.51812 -2.31660 3.17030
H -2.36179 3.98944 0.53957
H -10.17899 3.81766 -0.11427
C 0.70548 -3.19591 -3.79869
H -3.94043 3.18346 0.51126
C -0.88583 1.03953 1.79060
H 9.38421 -3.34406 6.40057
C 1.06628 -8.98731 1.85301
O 4.44769 -4.45208 -1.88457
C -6.26616 2.08374 2.25806
C -5.38973 4.82787 -4.63503
H 2.53972 -6.21338 0.77008
H -0.88685 0.60135 -0.30163
H 9.74914 -5.80035 6.55848
C -3.43780 4.14971 0.44229
H -6.59494 -0.33253 4.37875
H -9.76703 1.90539 1.40585
H 4.23966 0.85392 -5.48036
H 2.34702 -3.35089 -2.47187
H 7.63032 -0.32858 -2.75099
H 4.80201 2.66392 -0.95334
H 8.74463 0.12579 -4.08039
H -9.93231 3.90900 4.85699
C 7.44548 -4.99265 4.32386
H 5.83922 -3.56107 4.40431
H -6.19342 4.94721 -5.36307
C 3.55579 0.28063 -1.11644
Br 1.10536 -0.29904 -5.21164
H 8.94167 -5.17587 8.00517
H 2.42614 0.23138 2.76655
H 2.53388 -5.30498 2.29527
C 3.10293 0.52299 0.32661
C 0.84996 -0.76766 -2.06208
H 2.46492 3.44383 -2.27043
C -5.31412 7.22106 -0.17961
H -3.60847 5.51302 -6.55888
C -5.83585 5.80185 -0.31727
H -4.62943 0.96500 1.43653
H -1.35233 3.66447 -5.60855
H 0.71055 3.75932 -4.21990
H -11.33920 2.61786 1.71913
H 2.12699 -8.96388 1.57828
H 1.66369 3.79279 0.97153
C -0.38492 1.83147 2.80792
C 0.46086 2.20576 0.15570
O 8.46294 -4.13918 4.81567
C 3.34985 1.50374 -2.10064
H -0.70229 -6.72764 -1.36798
O 2.32256 -2.19184 3.37336
H 5.30687 -5.24106 4.26347
C 4.50777 1.14307 -4.45802
O 3.19621 3.76246 -4.67290
H 4.87172 0.87839 1.51961
N 3.26814 -1.15433 -1.65183
C 7.81253 0.35781 -3.57709
C 0.95811 2.99801 1.18642
C 3.18978 1.14516 -3.65570
H -8.79572 4.14879 0.94383
C -0.46760 1.22012 0.48126
O -4.00642 3.50915 -6.20966
H 5.56706 1.59744 -2.10537
H 2.80536 3.03339 -0.66554
H -4.77241 5.72716 -4.66847
C -0.49319 -4.91191 -2.32593
H -1.92762 -6.36808 -2.34241
H 0.59013 -6.60702 3.10687
O 5.44833 0.18715 -3.95019
S 2.60407 -2.29193 -0.36949
H 5.38063 -1.16882 -1.96703
H 5.23004 -1.80005 2.77362
H 5.89326 -4.62396 5.80523
H 4.63193 0.23455 -0.97305
O -4.35830 1.04014 3.41533
C 4.71512 2.25303 -1.96211
H -0.14819 -9.34765 3.59950
H -4.31137 7.25023 0.24944
C -4.58660 3.57104 -4.91801
H -12.19793 4.86821 4.58305
C -3.71829 4.80264 -0.89766
C 0.53817 -4.68584 -3.42570
C 2.57304 -0.27730 -3.91337
H -0.71878 1.70986 3.82774
B 4.84950 -3.23139 -1.38116
C 4.53751 -1.83241 -2.12664
*
```

**Orbital gap**: 7.8 eV

Löwdin atomic charge list, values in e, 99 entries:
1. H 0.11
2. C -0.17
3. H 0.11
4. H 0.08
5. H 0.12
6. H 0.11
7. H 0.08
8. H 0.11
9. H 0.09
10. C -0.28
11. C -0.08
12. P 0.87
13. H 0.07
14. H 0.08
15. H 0.08
16. O 0.17
17. O -0.17
18. C -0.46
19. H 0.06
20. H 0.12
21. C -0.08
22. H 0.11
23. H -0.07
24. H 0.08
25. O -0.30
26. H 0.07
27. C -0.07
28. C -0.07
29. H 0.11
30. H 0.07
31. C -0.07
32. H 0.12
33. H 0.11
34. C -0.08
35. H 0.10
36. H 0.08
37. C -0.07
38. H 0.08
39. C -0.28
40. H 0.12
41. H 0.03
42. H 0.04
43. H 0.08
44. H 0.07
45. H 0.10
46. C -0.08
47. H 0.08
48. H 0.11
49. C -0.28
50. C -0.14
51. O -0.17
52. H 0.06
53. H 0.10
54. H 0.12
55. H 0.09
56. C -0.28
57. H 0.08
58. C -0.13
59. H 0.12
60. H 0.11
61. H 0.11
62. H 0.07
63. H 0.12
64. C -0.28
65. O -0.17
66. N 0.01
67. C -0.07
68. H 0.06
69. H 0.07
70. H 0.09
71. H 0.07
72. C -0.28
73. H 0.14
74. H 0.11
75. H 0.11
76. O 0.13
77. C -0.18
78. H 0.10
79. H 0.12
80. H 0.11
81. C -0.50
82. H 0.08
83. H 0.08
84. C -0.54
85. H 0.08
86. H 0.11
87. C -0.08
88. H 0.08
89. H 0.13
90. H 0.11
91. C -0.28
92. H 0.09
93. H 0.12
94. O 0.09
95. H 0.07
96. H 0.08
97. C -0.21
98. H 0.07
99. C -0.06